[1]
This record from the OMol25 dataset describes C21H23N3O6 in the gas phase in a non-equilibrium geometry. The level of theory is ωB97M-V/def2-TZVPD.

Geometry as XYZ:
```
53
C21H23N3O6 ωB97M-V/def2-TZVPD
C -2.9194 -0.4572 2.7560
O -2.5223 -1.3408 1.7310
C -1.2102 -1.3768 1.3796
C -0.2175 -0.5593 1.9179
C 1.0818 -0.7145 1.4913
C 1.4557 -1.6612 0.5348
C 2.9133 -1.8585 0.3472
O 3.4989 -2.9133 0.5032
N 3.6479 -0.7323 0.0765
N 3.0922 0.4597 -0.2141
C 3.7861 1.5176 -0.3341
C 5.2834 1.5903 -0.1929
C 3.0688 2.8000 -0.6490
C 1.6216 2.8764 -0.1527
O 1.2673 3.7435 0.6143
N 0.8253 1.9328 -0.7082
C -0.5420 1.7130 -0.5145
C -1.3385 2.5252 0.2874
C -2.6885 2.2593 0.4042
C -3.2686 1.1852 -0.2581
C -2.4643 0.3522 -1.0420
C -1.1136 0.6318 -1.1748
O -2.9668 -0.7467 -1.6845
C -4.2176 -1.1536 -1.1706
C -5.1437 0.0547 -1.0412
O -4.6174 0.9754 -0.1120
C 0.4478 -2.4533 -0.0386
O 0.5742 -3.3481 -1.0450
C 1.7903 -3.5181 -1.7321
C -0.8651 -2.2975 0.4021
H -2.7238 0.5839 2.4839
H -3.9926 -0.6026 2.8699
H -2.4182 -0.6939 3.6993
H -0.4419 0.1854 2.6626
H 1.8477 -0.0988 1.9374
H 4.6602 -0.8482 0.1106
H 5.6499 2.5728 -0.4725
H 5.7672 0.8474 -0.8288
H 5.5744 1.3929 0.8398
H 3.6076 3.6333 -0.1942
H 3.0666 2.9545 -1.7330
H 1.3013 1.1965 -1.2120
H -0.8996 3.3585 0.8082
H -3.3234 2.8860 1.0105
H -0.5175 -0.0260 -1.7873
H -4.0788 -1.6118 -0.1828
H -4.6175 -1.8870 -1.8720
H -5.2506 0.5354 -2.0239
H -6.1269 -0.2351 -0.6672
H 1.5433 -4.1047 -2.6168
H 2.5273 -4.0537 -1.1285
H 2.2135 -2.5559 -2.0402
H -1.6270 -2.9148 -0.0443
```

Output
energy above the lowest of the compared OMol25 structures with the same formula, charge and spin = 64.9 kcal per mole
highest occupied orbital energy = -7.756 eV
E_tot = -38904.571 eV
orbital gap = 8.3 eV
M = 413.4 u
strongest force on any atom = 1.2 eV Å⁻¹

Want to see where the charge sits? The Mulliken charges in e are:
1. C -0.966
2. O -0.393
3. C 0.854
4. C -0.674
5. C -0.686
6. C 1.056
7. C -0.798
8. O -0.658
9. N -0.435
10. N 0.086
11. C 1.120
12. C -1.775
13. C -1.162
14. C 0.674
15. O -0.658
16. N -0.031
17. C 0.223
18. C -0.511
19. C -0.908
20. C 0.392
21. C 0.464
22. C -0.353
23. O -0.519
24. C -0.316
25. C -0.571
26. O -0.474
27. C 0.428
28. O -0.530
29. C -0.894
30. C -0.340
31. H 0.354
32. H 0.241
33. H 0.391
34. H 0.442
35. H 0.467
36. H 0.281
37. H 0.399
38. H 0.422
39. H 0.349
40. H 0.464
41. H 0.290
42. H 0.298
43. H 0.553
44. H 0.424
45. H 0.381
46. H 0.133
47. H 0.407
48. H 0.286
49. H 0.360
50. H 0.297
51. H 0.329
52. H 0.342
53. H 0.442

[2]
This record from the OMol25 dataset describes 2 unconnected molecules or ions with the total composition C21H23N7O4 in a non-equilibrium geometry. The level of theory is ωB97M-V/def2-TZVPD.

Geometry as XYZ:
```
55
C21H23N7O4 ωB97M-V/def2-TZVPD
O -3.3284 7.3551 -3.8164
C -3.4100 6.6915 -2.7956
O -4.5624 6.1077 -2.3942
C -2.2025 6.5138 -1.9610
C -1.0470 7.2802 -2.1612
C 0.0802 7.0716 -1.3704
N 0.1082 6.1426 -0.4062
C -0.9797 5.3734 -0.1697
C -0.9279 4.3227 0.8935
C -2.0624 3.9598 1.6174
C -1.9392 3.0014 2.6037
N -0.7741 2.4242 2.8647
C 0.2532 2.8062 2.1263
N 1.4672 2.2173 2.2497
C 1.7381 1.0330 3.0689
C 1.0277 -0.1931 2.5529
C 0.5542 -1.1452 3.4586
C -0.1143 -2.2587 2.9599
C -0.2975 -2.3912 1.5838
N 0.1577 -1.4863 0.7092
C 0.8116 -0.4078 1.1804
N 0.2285 3.7083 1.1707
C -2.1470 5.5556 -0.9374
H -5.2055 6.3451 -3.0796
H -1.0134 8.0379 -2.9380
H 0.9651 7.6765 -1.5449
H -3.0241 4.4259 1.4495
H -2.8127 2.7167 3.1825
H 2.1000 2.4800 1.5047
H 2.8162 0.8399 3.0835
H 1.4324 1.2347 4.1024
H 0.6900 -1.0163 4.5294
H -0.5048 -3.0154 3.6308
H -0.8263 -3.2608 1.2066
H 1.1760 0.3204 0.4621
H -3.0103 4.9232 -0.7605
C 3.1696 -5.8779 -1.1145
N 3.1251 -4.4178 -1.1396
C 2.1468 -3.5853 -1.5223
O 2.4221 -2.3946 -1.5874
C 0.7032 -4.0255 -1.8524
N 0.2258 -5.3193 -1.3413
C 0.1525 -6.4394 -2.0603
C -0.4017 -7.6563 -1.3571
O 0.5222 -6.5232 -3.2224
H 4.1871 -6.2078 -0.9009
H 2.8780 -6.2769 -2.0882
H 2.5090 -6.2669 -0.3396
H 3.9879 -3.9372 -0.9360
H 0.0402 -3.2469 -1.4760
H 0.6127 -4.0235 -2.9387
H -0.0988 -5.3482 -0.3903
H -0.4949 -8.4647 -2.0819
H 0.2783 -7.9545 -0.5617
H -1.3818 -7.4240 -0.9452
```

Output
highest occupied orbital energy = -8.637 eV
E_tot = -40772.196 eV
orbital gap = 8.3 eV
M = 437.5 u
strongest force on any atom = 2.5 eV Å⁻¹

Want to see where the charge sits? The Mulliken charges in e are:
1. O -0.569
2. C 0.347
3. O -0.434
4. C 0.255
5. C -0.435
6. C -0.303
7. N -0.558
8. C 0.535
9. C 0.523
10. C -0.677
11. C -0.438
12. N -0.479
13. C 0.459
14. N -0.190
15. C -1.047
16. C 0.791
17. C -0.406
18. C -0.587
19. C -0.235
20. N -0.383
21. C -0.384
22. N -0.559
23. C -0.317
24. H 0.348
25. H 0.435
26. H 0.394
27. H 0.399
28. H 0.411
29. H 0.310
30. H 0.376
31. H 0.387
32. H 0.376
33. H 0.367
34. H 0.352
35. H 0.401
36. H 0.525
37. C -0.749
38. N -0.147
39. C 0.427
40. O -0.688
41. C -0.602
42. N -0.065
43. C 0.757
44. C -1.191
45. O -0.648
46. H 0.345
47. H 0.261
48. H 0.211
49. H 0.273
50. H 0.350
51. H 0.310
52. H 0.201
53. H 0.335
54. H 0.285
55. H 0.348

[3]
This record from the OMol25 dataset describes a molecular structure, C21H23N8O7ReS. The level of theory is ωB97M-V/def2-TZVPD.

Geometry as XYZ:
```
61
C21H23N8O7ReS ωB97M-V/def2-TZVPD
Re 0.8800 0.8812 -1.6226
N 5.1373 0.8555 -1.6999
C 4.0505 0.2223 -1.3005
N 2.9914 0.9351 -1.6981
C 3.5492 2.0065 -2.3641
N 4.8453 1.9850 -2.3815
C 2.6303 2.9334 -3.0091
C 2.9742 4.0514 -3.7454
N 2.0408 4.7971 -4.3296
C 0.7755 4.4311 -4.1998
C 0.4038 3.3013 -3.4733
N 1.3385 2.5619 -2.8685
H 6.1065 0.5847 -1.5731
H 4.0461 -0.7101 -0.7608
H 4.0109 4.3432 -3.8651
H 0.0230 5.0379 -4.6882
H -0.6278 2.9914 -3.3797
O -3.4704 4.1853 3.5782
C -2.2073 3.8057 3.6204
C -1.4728 4.2000 4.7413
C -0.1535 3.8476 4.8581
C 0.5159 3.0809 3.8729
C -0.1521 2.6780 2.7644
C -1.5278 3.0404 2.6164
C -2.2554 2.6892 1.5145
O -2.9219 2.4471 0.6384
O -0.2091 1.4996 -0.5351
H -4.0072 3.8752 2.8369
H -1.9796 4.7814 5.4998
H 0.3935 4.1651 5.7367
H 1.5550 2.8217 4.0130
H 0.3160 2.0895 1.9897
C -4.6769 -2.9687 1.0294
C -3.3749 -3.4598 1.6546
S -2.0209 -3.1447 0.5558
O -2.3044 -3.7007 -0.7434
O -1.6393 -1.7395 0.6276
C -0.6279 -4.0614 1.2187
C 0.4110 -4.3441 0.1286
N 0.6045 -3.2203 -0.8242
C 1.0405 -2.0013 -0.5011
N 0.8836 -1.1693 -1.5502
C 0.2869 -1.9025 -2.5725
C 0.1274 -3.1558 -2.1236
N -0.3931 -4.2645 -2.9136
O -1.0084 -3.9340 -3.8937
O -0.1327 -5.3864 -2.5450
C 1.5309 -1.6096 0.8408
H -5.4933 -3.1818 1.7166
H -4.8744 -3.4810 0.0905
H -4.6516 -1.8949 0.8497
H -3.3890 -4.5375 1.8235
H -3.1362 -2.9499 2.5887
H -0.9875 -5.0229 1.5864
H -0.2393 -3.4936 2.0626
H 0.1068 -5.1895 -0.4753
H 1.3754 -4.5848 0.5730
H 0.0439 -1.5083 -3.5452
H 2.0129 -2.4450 1.3455
H 0.6837 -1.2751 1.4431
H 2.2432 -0.7888 0.7662
```

Output
energy above the lowest of the compared OMol25 structures with the same formula, charge and spin = 5.7 kcal per mole
highest occupied orbital energy (alpha / beta) = -17.544 / -17.544 eV
E_tot = -61338.783 eV
2S+1 = 2
orbital gap (alpha / beta) = 7.6 / 7.3 eV
M = 717.7 u
net charge = +3
strongest force on any atom = 0.4 eV Å⁻¹

Want to see where the charge sits? The Mulliken charges in e are:
1. Re 0.921
2. N 0.180
3. C -0.230
4. N -0.266
5. C 0.255
6. N -0.573
7. C 0.688
8. C -0.352
9. N -0.414
10. C -0.367
11. C -0.011
12. N -0.059
13. H 0.222
14. H 0.534
15. H 0.465
16. H 0.395
17. H 0.462
18. O -0.478
19. C 0.615
20. C -0.711
21. C -0.363
22. C -0.767
23. C -0.417
24. C 0.726
25. C 0.314
26. O -0.146
27. O -0.466
28. H 0.315
29. H 0.487
30. H 0.425
31. H 0.447
32. H 0.547
33. C -1.187
34. C -0.507
35. S 1.182
36. O -0.644
37. O -0.604
38. C -0.812
39. C -0.964
40. N 0.243
41. C 0.869
42. N -0.094
43. C -0.480
44. C -0.179
45. N 1.175
46. O -0.559
47. O -0.607
48. C -1.650
49. H 0.404
50. H 0.345
51. H 0.315
52. H 0.398
53. H 0.376
54. H 0.639
55. H 0.428
56. H 0.427
57. H 0.438
58. H 0.596
59. H 0.437
60. H 0.305
61. H 0.332

[4]
This record from the OMol25 dataset describes C21H23NO4 in the gas phase. The level of theory is ωB97M-V/def2-TZVPD.

Geometry as XYZ:
```
49
C21H23NO4 ωB97M-V/def2-TZVPD
C 2.2853 -4.8575 -6.9933
C 2.9072 -3.4655 -7.0348
C 3.6484 -3.0920 -5.7434
C 2.8354 -2.2380 -4.7709
C 1.6095 -2.9543 -4.2105
O 0.9553 -2.1560 -3.2242
C 1.4427 -2.2158 -1.9792
O 2.3723 -2.9151 -1.6554
C 0.7036 -1.3368 -1.0381
C 1.0748 -1.3515 0.3042
C 0.4244 -0.5491 1.2187
C -0.6148 0.2710 0.7925
N -1.2881 1.0950 1.7284
C -1.6690 0.6560 2.9923
O -1.5021 -0.4552 3.4144
C -2.3160 1.8178 3.7109
C -2.2830 2.9775 2.7165
C -1.6145 2.4235 1.4785
O -1.3721 3.0124 0.4607
C -1.3827 4.0287 3.4269
C -2.1822 4.4761 4.6262
C -2.2073 3.4681 5.4888
C -1.4256 2.3295 4.8801
C -0.3581 3.1151 4.1095
C -0.9947 0.2902 -0.5453
C -0.3333 -0.5081 -1.4573
H 1.5656 -4.9482 -6.1847
H 3.0571 -5.6102 -6.8477
H 1.7761 -5.0707 -7.9308
H 2.1331 -2.7232 -7.2386
H 3.6102 -3.4355 -7.8700
H 3.9741 -4.0013 -5.2352
H 4.5447 -2.5229 -5.9979
H 2.5140 -1.3171 -5.2632
H 3.4751 -1.9638 -3.9287
H 0.8553 -3.1198 -4.9812
H 1.9069 -3.9061 -3.7574
H 1.8823 -1.9985 0.6108
H 0.7115 -0.5634 2.2579
H -3.3055 1.5286 4.0660
H -3.2536 3.4005 2.4551
H -1.0115 4.8043 2.7635
H -2.6737 5.4280 4.6979
H -2.7242 3.4056 6.4277
H -1.0948 1.5436 5.5529
H 0.3094 3.6640 4.7713
H 0.2325 2.5135 3.4200
H -1.7978 0.9336 -0.8670
H -0.6197 -0.4969 -2.4967
```

Output
energy above the lowest of the compared OMol25 structures with the same formula, charge and spin = 30.0 kcal per mole
highest occupied orbital energy = -9.275 eV
E_tot = -31831.419 eV
orbital gap = 9.7 eV
M = 353.4 u
strongest force on any atom = 0.5 eV Å⁻¹

Want to see where the charge sits? The Mulliken charges in e are:
1. C -1.156
2. C -0.442
3. C -0.779
4. C -0.441
5. C -0.537
6. O -0.357
7. C 0.636
8. O -0.640
9. C 0.275
10. C -1.224
11. C -0.075
12. C 0.685
13. N 0.314
14. C -0.021
15. O -0.598
16. C -0.128
17. C -0.122
18. C -0.052
19. O -0.592
20. C -0.185
21. C -0.689
22. C -0.704
23. C -0.153
24. C -0.808
25. C -0.513
26. C -0.763
27. H 0.274
28. H 0.325
29. H 0.348
30. H 0.322
31. H 0.334
32. H 0.399
33. H 0.324
34. H 0.262
35. H 0.377
36. H 0.295
37. H 0.391
38. H 0.452
39. H 0.411
40. H 0.545
41. H 0.539
42. H 0.532
43. H 0.468
44. H 0.464
45. H 0.516
46. H 0.343
47. H 0.302
48. H 0.397
49. H 0.449